ORCA calculation (ωB97M-V/def2-TZVPD) on one molecule with the formula C5H8O2.

spin multiplicity	1
M	100.117	Da
LUMO level	1.084	eV
HOMO-LUMO gap	10.20	eV

CARTESIAN COORDINATES (ANGSTROEM)
C -1.048 0.760 -0.817
C -1.437 -0.376 0.126
O -0.531 -1.447 0.034
C 0.799 -1.057 0.218
C 1.254 0.073 1.108
C 1.318 0.218 -0.379
O 0.267 1.271 -0.585
H -1.046 0.427 -1.852
H -1.774 1.580 -0.706
H -1.511 -0.024 1.166
H -2.410 -0.782 -0.165
H 1.399 -1.967 0.109
H 0.506 0.985 0.958
H 2.063 -0.027 1.840
H 2.151 0.366 -1.054